The following is a quantum chemistry calculation of the molecule C5H4ClF, from OMol25.

Element x y z (Å)
1 F -0.5183 -2.3501 -0.3092
2 C -0.1416 -1.1419 -0.0234
3 C 0.6218 -0.5144 0.8886
4 Cl 1.3356 -1.3839 2.1838
5 C 0.6719 0.9323 0.6761
6 C 0.0229 1.2015 -0.4358
7 C -0.5952 -0.0925 -0.9052
8 H 1.1324 1.4958 1.5000
9 H -0.1720 2.2505 -0.7701
10 H -0.6527 -0.3566 -2.0803
11 H -1.7049 -0.0407 -0.7244

Its SMILES is FC1=C(Cl)C=CC1. The calculation puts the frontier orbital gap at 9.65 eV. The energy above the lowest of the compared OMol25 structures with the same formula, charge and spin is 18.9 kcal per mole. The molecular weight comes out at 118.54 g/mol. For the electronic energy, the calculation gives -20487.892 eV. Its spin multiplicity is 1. Its LUMO energy is 0.950 eV.

Mulliken population analysis, charges in e, atoms 1 to 4:
1. F -0.28
2. C 0.24
3. C 0.17
4. Cl -0.22

=====

The following is a quantum chemistry calculation of a structure of composition C20H36ClF5N3O10S2Y, from OMol25.

Element x y z (Å)
1 Y 0.2134 -1.0781 -0.0948
2 C -1.3426 1.8774 -1.4611
3 O -0.0153 2.1999 -1.7572
4 O -1.1454 0.7063 -0.7346
5 C -2.0653 3.1080 -0.8141
6 F -3.0384 2.8053 0.1363
7 F -1.2579 3.9357 -0.1886
8 F -2.5961 3.9201 -1.7274
9 C 0.2133 3.0894 -2.8057
10 C 1.7617 3.2682 -2.9433
11 H 1.8352 3.3308 -4.0290
12 H 2.2811 4.1970 -2.7072
13 H 2.4126 2.4799 -2.5651
14 H -0.1838 4.0851 -2.6082
15 H -0.1671 2.7735 -3.7771
16 H -1.8705 1.6238 -2.3804
17 Cl 1.8531 -2.2104 1.9169
18 N -0.1993 -2.9643 -1.1465
19 S 0.5437 -4.3047 -1.3170
20 O 1.0260 -4.6541 -2.6904
21 O 0.3621 -5.3502 -0.2963
22 F 1.9588 -3.7262 -0.7649
23 S -1.5827 -3.6257 -1.9255
24 O -2.2111 -4.7103 -1.2452
25 O -1.6774 -3.4561 -3.3790
26 F -2.4379 -2.3751 -1.4151
27 O -0.2735 0.2145 1.8675
28 C -0.7982 0.9422 2.7839
29 O -0.3723 1.2586 3.9750
30 C 0.9996 0.7673 4.2751
31 C 2.2589 1.6728 3.9911
32 C -2.1674 1.5347 2.5368
33 H 1.0857 -0.2831 3.9970
34 H 1.1137 0.7431 5.3588
35 H 3.1615 1.2806 4.4598
36 H 2.1186 2.5703 4.5936
37 H 2.3510 1.9106 2.9314
38 H -2.0476 2.5142 2.0738
39 H -2.8973 1.4524 3.3421
40 H -2.7241 0.8588 1.8876
41 O -1.4591 -2.0789 1.4740
42 C -2.3141 -2.4569 2.2787
43 O -2.3998 -3.6986 2.8482
44 C -1.4332 -4.6962 2.5520
45 C -2.0154 -6.0206 3.0029
46 C -3.4701 -1.6230 2.7175
47 H -0.5225 -4.5313 3.1278
48 H -1.3147 -4.8731 1.4830
49 H -2.3614 -6.0657 4.0356
50 H -1.3403 -6.8424 2.7642
51 H -2.8896 -6.3567 2.4454
52 H -4.3092 -2.2914 2.9106
53 H -3.8205 -0.9414 1.9425
54 H -3.1706 -1.1427 3.6491
55 C 1.3095 4.3742 2.0274
56 C 2.1097 4.3755 0.7342
57 C 3.1026 3.1650 0.4824
58 C 2.4114 1.8321 0.4407
59 N 1.8248 0.8464 0.3342
60 H 0.5142 5.1174 1.9712
61 H 1.9638 4.4490 2.8960
62 H 0.7018 3.4704 2.0719
63 H 2.7172 5.2723 0.6126
64 H 1.4489 4.2769 -0.1270
65 H 3.8315 3.0612 1.2862
66 H 3.6895 3.2979 -0.4265
67 C 0.6362 0.1502 -5.2523
68 C 0.4507 -1.3124 -4.9952
69 C 1.6932 -1.9993 -4.3779
70 C 1.9144 -1.5983 -2.9645
71 N 2.0276 -1.1465 -1.8810
72 H -0.3789 0.5027 -5.4350
73 H 1.3152 0.4518 -6.0499
74 H 0.8645 0.8112 -4.4162
75 H 0.2327 -1.7865 -5.9522
76 H -0.3905 -1.4099 -4.3090
77 H 2.6635 -1.8760 -4.8590
78 H 1.6881 -3.0892 -4.3956

The calculation puts the frontier orbital gap at 7.89 eV. The energy above the lowest of the compared OMol25 structures with the same formula, charge and spin is 120.6 kcal per mole. The molecular weight comes out at 762.00 g/mol. For the electronic energy, the calculation gives -95093.579 eV. Its spin multiplicity is 1. Its LUMO energy is -0.744 eV.

Mulliken population analysis, charges in e, atoms 1 to 4:
1. Y 1.39
2. C -0.02
3. O -0.03
4. O -0.83

=====

The following is a quantum chemistry calculation of the molecule C4H4N2O, from OMol25.

Element x y z (Å)
1 N 2.3424 0.5266 1.0331
2 C 1.2166 0.7857 0.9483
3 C -0.0551 0.6843 0.4401
4 C -0.1528 1.2062 -0.9428
5 N -0.1229 1.6605 -1.9931
6 C -0.5550 -0.6848 0.2227
7 O 0.1371 -1.2434 -0.8478
8 H -0.8136 1.1179 1.0710
9 H -0.5777 -1.1397 1.1578
10 H -1.6450 -0.7186 0.0882
11 H 0.2260 -2.1946 -1.1775

Its SMILES is N#CC(C#N)CO. The calculation puts the frontier orbital gap at 11.65 eV. The energy above the lowest of the compared OMol25 structures with the same formula, charge and spin is 61.3 kcal per mole. The molecular weight comes out at 96.09 g/mol. For the electronic energy, the calculation gives -9237.831 eV. Its spin multiplicity is 1. Its LUMO energy is 0.349 eV.

Mulliken population analysis, charges in e, atoms 1 to 4:
1. N -0.43
2. C 0.14
3. C 0.50
4. C 0.11

=====

The following is a quantum chemistry calculation of the molecule C6H10OS, from OMol25.

Element x y z (Å)
1 C -1.0607 2.5324 0.7426
2 C -0.9619 1.5454 -0.4045
3 C 0.1561 0.4871 -0.3858
4 O 0.9364 -0.4431 -1.0839
5 C 0.6092 -1.7146 -0.5778
6 C 1.7633 -2.2045 0.3039
7 S -0.9537 -1.6035 0.4653
8 C -1.2438 -0.0354 -0.3302
9 H -0.5674 2.1946 1.6912
10 H -0.6412 3.5064 0.5840
11 H -2.1038 2.7371 0.9270
12 H -1.5245 1.8970 -1.3242
13 H 0.6076 0.5966 0.5863
14 H 0.4378 -2.3483 -1.4426
15 H 1.6402 -3.2798 0.6108
16 H 2.7077 -2.1519 -0.2374
17 H 1.8434 -1.5356 1.2092
18 H -1.6448 -0.1800 -1.3342

Its SMILES is C[C@H]1[C@@H]2O[C@@H](C)S[C@@H]12. The calculation puts the frontier orbital gap at 9.44 eV. The energy above the lowest of the compared OMol25 structures with the same formula, charge and spin is 90.1 kcal per mole. The molecular weight comes out at 130.21 g/mol. For the electronic energy, the calculation gives -19263.124 eV. Its spin multiplicity is 1. Its LUMO energy is 0.893 eV.

Mulliken population analysis, charges in e, atoms 1 to 4:
1. C -1.35
2. C 0.22
3. C -0.01
4. O -0.43

=====

The following is a quantum chemistry calculation of a structure of composition C20H22F12N2O6Sn, from OMol25.

Element x y z (Å)
1 Sn -0.1624 -0.3691 0.4543
2 O 0.0241 -1.9036 -1.4018
3 C 1.4002 -1.9714 -1.7991
4 C 1.9673 -0.5708 -1.9564
5 N 1.6777 0.2890 -0.7848
6 C 1.2722 1.6368 -1.2343
7 C -0.1519 1.5974 -1.7839
8 O -0.5263 2.4042 -2.6011
9 O -0.8822 0.6377 -1.2785
10 C 2.7753 0.3802 0.1885
11 C 2.2516 0.9148 1.5247
12 O 3.0085 1.4230 2.3108
13 O 0.9547 0.8014 1.7094
14 H -0.4850 -1.4474 -2.0881
15 H 1.8986 -2.5318 -1.0151
16 H 1.4902 -2.5134 -2.7415
17 H 3.0442 -0.6131 -2.1366
18 H 1.5117 -0.1023 -2.8315
19 H 1.2757 2.3145 -0.3780
20 H 1.9549 2.0288 -1.9893
21 H 3.1896 -0.6097 0.3596
22 H 3.5655 1.0445 -0.1670
23 C -3.7879 -2.8538 1.1201
24 C -2.7015 -2.1714 0.2913
25 C -3.3103 -1.6271 -1.0010
26 C -2.0624 -1.0458 1.1189
27 H -4.2671 -3.6514 0.5495
28 H -4.5607 -2.1326 1.3996
29 H -3.3826 -3.2864 2.0347
30 H -1.9464 -2.9156 0.0309
31 H -4.1412 -0.9548 -0.7708
32 H -3.6995 -2.4375 -1.6194
33 H -2.5966 -1.0533 -1.5916
34 H -1.9269 -1.3407 2.1583
35 H -2.6971 -0.1591 1.0977
36 F -0.8828 -3.6505 2.3891
37 C 0.3243 -4.0118 1.9242
38 F 0.7126 -5.0950 2.6008
39 F 0.1647 -4.3622 0.6459
40 C 1.3276 -2.8192 2.0383
41 O 1.1154 -1.9268 1.0457
42 C 2.7759 -3.3811 1.8859
43 F 2.8485 -4.1855 0.8125
44 F 3.6506 -2.3893 1.6847
45 F 3.1867 -4.0737 2.9475
46 C 1.1875 -2.1627 3.4468
47 F 0.0735 -1.4189 3.5015
48 F 1.1198 -3.0642 4.4318
49 F 2.2200 -1.3566 3.6895
50 F -4.8725 5.4601 2.3069
51 C -3.5436 5.6609 2.3062
52 F -3.2970 6.6516 1.4321
53 F -3.2022 6.1036 3.5230
54 C -2.8033 4.4060 1.9245
55 C -3.1064 3.7853 0.7225
56 C -2.4053 2.6430 0.3822
57 N -1.4495 2.1194 1.1542
58 C -1.1671 2.7256 2.3065
59 C -1.8220 3.8709 2.7373
60 H -3.8637 4.1818 0.0605
61 H -2.5999 2.1282 -0.5505
62 H -0.3759 2.2808 2.8956
63 H -1.5606 4.3298 3.6794

The calculation puts the frontier orbital gap at 10.20 eV. The energy above the lowest of the compared OMol25 structures with the same formula, charge and spin is 0.0 kcal per mole. The molecular weight comes out at 733.09 g/mol. For the electronic energy, the calculation gives -74807.411 eV. Its spin multiplicity is 1. Its LUMO energy is 0.082 eV.

Mulliken population analysis, charges in e, atoms 1 to 4:
1. Sn 1.33
2. O -0.40
3. C -0.52
4. C -0.85

=====

The following is a quantum chemistry calculation of a cluster of 2 separate species, C5H9N2O3 in total, from OMol25.

Element x y z (Å)
1 C -1.5338 -1.3008 -0.4982
2 C -0.3023 -0.8697 0.4011
3 C -0.0586 0.1910 -0.6814
4 C 1.1195 0.1832 -1.5589
5 C -0.4870 1.5328 0.0124
6 N -0.2940 -0.7029 1.7053
7 N 0.6809 -0.0781 2.2841
8 O 1.6859 0.3656 1.6923
9 O 0.4950 0.0630 3.5213
10 O -1.1843 -0.3152 -1.4501
11 H -1.3853 -2.3288 -0.7320
12 H -2.3727 -0.9224 0.1048
13 H 1.2689 -2.0106 0.0913
14 H 1.9260 0.0874 -0.8720
15 H 1.0990 1.0096 -2.2561
16 H 1.1033 -0.6301 -2.3478
17 H -0.1911 2.2742 -0.5779
18 H -0.0103 1.7585 0.9504
19 H -1.5589 1.6934 0.2116

As for the charge: -1. The calculation puts the frontier orbital gap (alpha / beta) at 7.32 / 7.32 eV. The energy above the lowest of the compared OMol25 structures with the same formula, charge and spin is 190.1 kcal per mole. The molecular weight comes out at 145.14 g/mol. For the electronic energy, the calculation gives -14447.237 eV. Its spin multiplicity is 1. Its LUMO energy (alpha / beta) is 3.728 / 3.728 eV.

Mulliken population analysis, charges in e, atoms 1 to 4:
1. C -0.84
2. C -0.11
3. C 1.47
4. C -1.67